Version 1
Density functional theory data (ωB97M-V with the def2-TZVPD basis set) for a cluster of 2 separate species, C9H14 in total.

- Lowest unoccupied orbital energy: 0.03861 hartree
- Frontier orbital gap: 0.3689 hartree
- SMILES: Cc1ccccc1.CC

Each line ends with the Mulliken charge.
CARTESIAN COORDINATES (ANGSTROEM)
C  -0.9669  -1.2502  -1.9573  -1.49
C  -1.1822  -0.1236  -0.9781  0.65
C  -0.6279  -0.1448  0.2820  -0.23
C  -0.9072  0.9036  1.1731  -0.47
C  -1.6085  2.0126  0.7423  -0.45
C  -2.2164  1.9790  -0.5135  -0.41
C  -1.9703  0.9604  -1.4076  -0.55
H  -0.9224  -0.8656  -2.9788  0.37
H  -1.7816  -1.9789  -1.9524  0.31
H  -0.0481  -1.8207  -1.8161  0.33
H  0.0325  -0.9069  0.6534  0.39
H  -0.4294  0.8553  2.1452  0.35
H  -1.7258  2.8440  1.4244  0.37
H  -2.8508  2.8303  -0.7367  0.33
H  -2.5382  0.8276  -2.3185  0.36
C  2.7303  -0.3948  0.4221  -0.81
C  2.1642  -1.1180  1.6446  -0.90
H  2.8729  -0.9849  -0.4798  0.27
H  2.1552  0.4963  0.1713  0.28
H  3.7209  -0.0452  0.7301  0.33
H  1.2261  -1.5937  1.3982  0.39
H  2.0949  -0.4800  2.5164  0.22
H  2.7788  -2.0017  1.8357  0.37

Version 2
Density functional theory data (ωB97M-V with the def2-TZVPD basis set) for a cluster of 2 separate species, C9H14 in total.

- Lowest unoccupied orbital energy: 0.03849 hartree
- Frontier orbital gap: 0.3694 hartree
- SMILES: Cc1ccccc1.CC

Each line ends with the Mulliken charge.
CARTESIAN COORDINATES (ANGSTROEM)
C  -0.1232  0.6338  -2.2644  -1.33
C  -0.7757  -0.4060  -1.3767  0.73
C  -0.1891  -1.5284  -0.8349  -0.37
C  -0.6872  -2.1865  0.2989  -0.35
C  -1.7177  -1.6188  0.9886  -0.42
C  -2.4724  -0.5786  0.3757  -0.53
C  -1.9790  0.0220  -0.7277  -0.27
H  0.8439  0.3720  -2.6216  0.37
H  0.0628  1.4648  -1.5523  0.26
H  -0.7999  1.0007  -3.0517  0.37
H  0.7230  -1.9369  -1.2484  0.31
H  -0.1577  -3.0738  0.7307  0.30
H  -2.1880  -2.1086  1.8724  0.34
H  -3.3505  -0.2588  0.9680  0.32
H  -2.3344  1.0225  -1.0818  0.25
C  1.5615  1.6846  1.6265  -0.89
C  2.2092  0.5521  0.7530  -0.37
H  2.3996  2.3736  1.8845  0.33
H  0.8810  2.2471  0.9788  0.24
H  1.0716  1.2400  2.4742  0.28
H  2.9475  1.1165  0.1730  0.28
H  1.3107  0.1329  0.3071  -0.20
H  2.7638  -0.1662  1.3281  0.36

The structure with the least stability is version 2.

Version 1
Density functional theory data (ωB97M-V with the def2-TZVPD basis set) for a cluster of 2 separate species, C9H14 in total.

- Lowest unoccupied orbital energy: 0.03623 hartree
- Frontier orbital gap: 0.3703 hartree
- SMILES: Cc1ccccc1.CC

Each line ends with the Mulliken charge.
CARTESIAN COORDINATES (ANGSTROEM)
C  1.2634  -1.7532  1.6662  -1.50
C  0.0720  -0.9177  1.3144  0.84
C  -0.9828  -1.3240  0.5388  -0.43
C  -2.1465  -0.5578  0.4234  -0.35
C  -2.2940  0.6087  1.1337  -0.57
C  -1.2508  0.9976  1.9616  -0.39
C  -0.0652  0.2968  2.0268  -0.42
H  1.1830  -2.1284  2.6803  0.34
H  2.1820  -1.1791  1.5183  0.33
H  1.3418  -2.6537  1.0400  0.37
H  -0.9511  -2.2322  -0.0542  0.30
H  -2.8663  -0.9561  -0.2719  0.37
H  -3.2100  1.1711  1.1523  0.43
H  -1.3057  1.9252  2.5045  0.35
H  0.8041  0.7138  2.5340  0.33
C  1.3995  0.4719  -2.9502  -0.81
C  0.7252  1.6078  -2.1807  -0.72
H  1.1782  -0.4416  -2.3789  0.20
H  0.9961  0.3549  -3.9471  0.30
H  2.4861  0.4910  -2.9093  0.29
H  0.7626  2.6383  -2.5061  0.34
H  1.0041  1.5621  -1.1232  0.20
H  -0.3256  1.3047  -2.1727  0.20

Version 2
Density functional theory data (ωB97M-V with the def2-TZVPD basis set) for a cluster of 2 separate species, C9H14 in total.

- Lowest unoccupied orbital energy: 0.03806 hartree
- Frontier orbital gap: 0.3675 hartree
- SMILES: Cc1ccccc1.CC

Each line ends with the Mulliken charge.
CARTESIAN COORDINATES (ANGSTROEM)
C  -0.1203  0.9852  -2.4575  -1.15
C  0.2163  0.9492  -1.0052  0.66
C  1.1621  0.1137  -0.5019  -0.20
C  1.3960  -0.0348  0.8202  -0.30
C  0.5103  0.5408  1.7399  -0.59
C  -0.4013  1.4855  1.2823  -0.61
C  -0.5756  1.6723  -0.0178  -0.46
H  0.5322  1.3080  -3.2776  0.31
H  -1.0778  1.7884  -2.4429  0.23
H  -0.6044  0.1846  -2.7660  0.32
H  1.8809  -0.5014  -1.0562  0.37
H  2.3170  -0.5183  1.1618  0.32
H  0.7527  0.4308  2.7968  0.39
H  -1.0512  2.0541  2.0395  0.25
H  -1.2753  2.3491  -0.3728  0.39
C  -1.0097  -2.0353  0.9357  -0.34
C  -0.6468  -2.6061  -0.4085  -0.73
H  -0.1674  -2.2186  1.7313  0.19
H  -0.8156  -1.0163  0.9553  -0.08
H  -1.9998  -2.3213  1.3916  0.36
H  -1.1789  -2.0896  -1.2226  0.13
H  -0.9915  -3.5448  -0.6721  0.42
H  0.4943  -2.3280  -0.5888  0.14

The structure with the least stability is version 2.

Version 1
Density functional theory data (ωB97M-V with the def2-TZVPD basis set) for a cluster of 2 separate species, C9H14 in total.

- Lowest unoccupied orbital energy: 0.03760 hartree
- Frontier orbital gap: 0.3707 hartree
- SMILES: Cc1ccccc1.CC

Each line ends with the Mulliken charge.
CARTESIAN COORDINATES (ANGSTROEM)
C  -2.2366  0.6080  -0.0584  -1.09
C  -0.7850  0.5657  0.5363  0.43
C  -0.5235  0.1969  1.8508  -0.41
C  0.8597  0.1887  2.3570  -0.47
C  1.9418  0.6566  1.5525  -0.50
C  1.6230  1.0907  0.2568  -0.49
C  0.2843  1.0468  -0.1588  0.05
H  -2.0909  0.2047  -1.0419  0.17
H  -2.6888  1.6384  -0.0428  0.29
H  -2.9844  -0.0508  0.4512  0.32
H  -1.3144  -0.0452  2.5296  0.38
H  0.8256  -0.2238  3.3091  0.39
H  2.9065  0.3888  1.9595  0.34
H  2.5354  1.3071  -0.4320  0.24
H  0.2431  1.3303  -1.1983  0.33
C  0.1331  -2.0547  -1.8990  -0.95
C  -0.6589  -1.3074  -2.9683  -0.59
H  0.0108  -3.1602  -2.1093  0.34
H  1.2360  -1.8999  -1.8840  0.28
H  -0.1936  -1.9891  -0.9159  0.32
H  -0.6587  -0.2227  -2.6351  0.04
H  -1.6196  -1.8848  -2.9318  0.24
H  -0.0349  -1.3404  -3.8716  0.32

Version 2
Density functional theory data (ωB97M-V with the def2-TZVPD basis set) for a cluster of 2 separate species, C9H14 in total.

- Lowest unoccupied orbital energy: 0.03825 hartree
- Frontier orbital gap: 0.3687 hartree
- SMILES: Cc1ccccc1.CC

Each line ends with the Mulliken charge.
CARTESIAN COORDINATES (ANGSTROEM)
C  0.7215  -3.3747  -0.0132  -1.42
C  -0.1943  -2.1540  -0.0613  0.99
C  -0.6245  -1.7422  -1.3141  -0.58
C  -1.4294  -0.6009  -1.3305  -0.26
C  -1.7071  0.1379  -0.2003  -0.73
C  -1.1367  -0.2156  1.0364  -0.45
C  -0.4128  -1.3786  1.0990  -0.53
H  0.0357  -4.2068  -0.2016  0.31
H  1.3149  -3.4790  0.8876  0.38
H  1.4466  -3.3901  -0.8247  0.34
H  -0.4441  -2.3154  -2.2105  0.38
H  -1.8937  -0.2192  -2.2340  0.34
H  -2.1721  1.1090  -0.3120  0.47
H  -1.3489  0.4071  1.8936  0.45
H  0.1558  -1.7721  1.9301  0.30
C  1.0931  2.7427  0.9660  -0.72
C  0.8187  3.0825  -0.5131  -0.71
H  0.9739  1.6738  1.1736  0.13
H  2.1371  2.9602  1.1765  0.33
H  0.3581  3.1915  1.6343  0.27
H  1.7516  2.9127  -1.0427  0.27
H  0.5514  4.1340  -0.6060  0.27
H  0.0050  2.4972  -0.9331  0.17

Version 3
Density functional theory data (ωB97M-V with the def2-TZVPD basis set) for a cluster of 2 separate species, C9H14 in total.

- Lowest unoccupied orbital energy: 0.03756 hartree
- Frontier orbital gap: 0.3682 hartree
- SMILES: Cc1ccccc1.CC

Each line ends with the Mulliken charge.
CARTESIAN COORDINATES (ANGSTROEM)
C  -0.5447  0.8836  -3.1107  -1.34
C  -0.9451  0.6825  -1.6428  0.49
C  -0.5449  -0.2723  -0.7379  -0.22
C  -0.9917  -0.2318  0.5900  -0.41
C  -1.7254  0.8377  1.0354  -0.34
C  -2.1669  1.8479  0.1533  -0.69
C  -1.7516  1.7406  -1.1525  -0.19
H  -1.4407  1.1046  -3.6857  0.32
H  0.1257  0.1694  -3.6086  0.36
H  0.0283  1.8327  -3.1412  0.31
H  0.0069  -1.1612  -1.0540  0.32
H  -0.6810  -0.9660  1.3375  0.39
H  -2.0095  0.9093  2.0874  0.33
H  -2.7859  2.6510  0.5579  0.37
H  -2.1047  2.5863  -1.7476  0.28
C  1.9543  -2.2209  1.4184  -0.80
C  2.4624  -0.9187  2.1140  -0.66
H  1.1405  -2.5721  2.0708  0.26
H  1.7397  -2.1075  0.3600  0.13
H  2.7139  -2.9912  1.4077  0.36
H  1.6608  -0.6592  2.8109  0.20
H  2.4313  -0.1356  1.3399  0.22
H  3.4283  -1.0093  2.5978  0.31

Version 4
Density functional theory data (ωB97M-V with the def2-TZVPD basis set) for a cluster of 2 separate species, C9H14 in total.

- Lowest unoccupied orbital energy: 0.03364 hartree
- Frontier orbital gap: 0.3636 hartree
- SMILES: Cc1ccccc1.CC

Each line ends with the Mulliken charge.
CARTESIAN COORDINATES (ANGSTROEM)
C  -3.0429  0.2491  0.2536  -1.30
C  -2.0470  -0.1082  -0.8627  0.75
C  -1.3469  0.9681  -1.4124  -0.45
C  -0.4208  0.6849  -2.4164  -0.46
C  -0.3010  -0.6200  -2.8699  -0.40
C  -1.1775  -1.6239  -2.5033  -0.44
C  -2.0370  -1.3805  -1.4351  -0.34
H  -2.8377  1.2660  0.5775  0.36
H  -2.7908  -0.3050  1.1622  0.32
H  -4.0247  0.0617  -0.1634  0.32
H  -1.5595  1.9895  -1.1291  0.31
H  0.0800  1.5290  -2.8770  0.36
H  0.5274  -0.6589  -3.5799  0.32
H  -1.2830  -2.4030  -3.2515  0.33
H  -2.8652  -2.0439  -1.2218  0.34
C  3.5383  0.8303  2.4030  -0.80
C  2.6717  -0.2771  3.0107  -0.71
H  3.2143  1.3711  1.5078  0.28
H  3.8229  1.5782  3.1274  0.26
H  4.4889  0.3872  2.0691  0.24
H  1.6763  -0.3524  2.5821  0.23
H  3.1785  -1.2376  3.0060  0.26
H  2.5355  0.0952  4.0234  0.23

The structure with the least stability is version 1.